Computed, not measured: C5H5N3O in the gas phase, with the ωB97M-V functional and the def2-TZVPD basis.

Each line ends with the Mulliken charge.
Atoms and positions in Å:
O 2.8552 -2.0068 -0.1183  -0.36
N -0.2843 0.3261 -0.2085  0.23
N -1.4251 -0.9697 -1.6666  -0.53
N 1.6927 -0.2436 0.9601  -0.11
C -0.2296 -0.5900 -1.2505  -0.08
C -2.2399 -0.2969 -0.9157  -0.32
C 2.1802 -1.0592 0.0767  0.28
C -1.6062 0.4172 0.0169  -0.25
C 0.7497 0.8559 0.4912  -0.34
H 1.3444 1.6696 -0.0910  0.22
H 1.8642 -0.3502 1.8939  0.23
H -2.1550 1.2778 0.5648  0.22
H 0.5532 1.4057 1.3773  0.40
H -3.2994 -0.4358 -1.1302  0.40

Energy relative to the best compared isomer or geometry (same formula, charge and spin) = 118.3 kcal per mole
Total charge = 0
Frontier orbital gap (spin up / spin down) = 7.07 / 8.55 eV

Computed, not measured: a molecular structure, C24H17CoN5OS3, with the ωB97M-V functional and the def2-TZVPD basis.

Each line ends with the Mulliken charge.
Atoms and positions in Å:
Co 0.2838 -0.7129 -0.7124  0.32
S 2.2824 -1.5271 -0.1899  -0.43
S -0.3479 -2.6870 -1.6759  -0.29
S -0.5800 -1.6690 1.1774  -0.25
O 0.3417 0.9843 0.2999  -0.95
N 0.9858 -6.0667 -2.3040  -0.55
N -1.7682 1.1803 -0.6059  -1.07
N 4.2852 -4.6151 -0.4756  -0.55
N 0.8983 -0.3225 -2.9182  -0.10
N -1.1570 0.3206 -1.4918  0.73
C 0.6669 -1.0454 -5.5719  -0.41
C -0.8460 1.4720 0.2858  0.75
C -1.3268 0.4597 -2.7482  1.06
C -1.8532 4.3043 3.3215  -0.32
C -2.6816 4.1567 2.2144  -0.66
C -0.4605 -1.5040 3.8446  -0.70
C -0.7033 3.5354 3.4293  -0.71
C -0.2650 -0.1575 -3.5672  0.50
C 3.3342 -3.9801 -0.6113  -0.14
C 1.8543 -1.2460 -4.8899  -0.77
C 1.2052 -0.4028 5.1919  -0.54
C 1.3482 -0.3483 2.7782  -0.65
C -1.2057 2.4720 1.3276  0.44
C 1.0758 -3.6381 -1.4153  0.57
C 0.1820 -1.1046 2.6630  1.17
C 0.0417 -1.1567 5.0873  -0.47
C 1.9215 -0.8690 -3.5556  -0.27
C -2.3612 3.2435 1.2221  -0.33
C -0.3779 2.6252 2.4328  -0.27
C -0.4117 -0.4848 -4.9041  -0.78
C 1.0415 -4.9934 -1.8912  -0.17
C 1.8495 -0.0089 4.0293  -0.40
C -2.3777 1.3271 -3.3604  -1.52
C 2.1754 -3.1508 -0.7967  0.67
H -2.1072 5.0152 4.0989  0.37
H 1.8575 -0.0125 1.8911  0.03
H 2.7615 0.5751 4.0878  0.37
H 2.7124 -1.6921 -5.3730  0.41
H -3.0664 0.7137 -3.9477  0.31
H 0.5753 -1.3354 -6.6110  0.40
H -1.9303 2.0618 -4.0326  0.36
H 0.5080 2.0112 2.5111  0.34
H -0.4812 -1.4780 5.9808  0.35
H -1.3658 -2.0961 3.7739  0.36
H 1.6019 -0.1318 6.1624  0.37
H -0.0593 3.6363 4.2940  0.39
H 2.8170 -1.0193 -2.9618  0.53
H -1.3607 -0.3367 -5.4026  0.33
H -2.9989 3.1107 0.3592  0.45
H -2.9328 1.8335 -2.5771  0.33
H -3.5810 4.7539 2.1268  0.37

Energy relative to the best compared isomer or geometry (same formula, charge and spin) = 33.4 kcal per mole
Total charge = -1
Frontier orbital gap (spin up / spin down) = 6.35 / 6.34 eV

Computed, not measured: 3 unconnected molecules or ions with the total composition C6H10O, with the ωB97M-V functional and the def2-TZVPD basis.

Each line ends with the Mulliken charge.
Atoms and positions in Å:
O -0.5178 1.4326 -0.1119  -0.40
C 0.4205 -0.6410 -0.2967  0.00
C 1.3457 -0.7529 0.8691  -0.75
C 0.9170 1.6714 0.0012  -0.54
C -0.7140 0.1178 -0.1350  0.63
C -2.1246 -0.2647 0.1539  -1.11
C 1.5626 0.3201 -0.1639  -0.07
H 2.4451 0.2615 -0.8030  0.35
H -0.9242 -1.8763 -1.8955  0.18
H 1.0689 2.1438 0.9744  0.25
H 0.9585 -0.4603 1.8468  0.20
H -2.2611 -0.0144 1.2132  0.30
H -2.3145 -1.3254 -0.0118  0.35
H 2.0494 -1.5748 0.8826  0.25
H 1.1854 2.3725 -0.7895  0.32
H -2.8533 0.3342 -0.4069  0.33
H -0.2668 -1.7590 -1.3859  -0.28

Energy relative to the best compared isomer or geometry (same formula, charge and spin) = 103.3 kcal per mole
Total charge = 0
Frontier orbital gap = 8.01 eV

Computed, not measured: C5H10N2 in the gas phase, with the ωB97M-V functional and the def2-TZVPD basis.

Each line ends with the Mulliken charge.
Atoms and positions in Å:
N -2.3943 -0.8244 -0.4685  -0.56
N 1.9144 1.9859 -0.3272  -0.50
C 0.0024 -1.2051 0.2854  -0.66
C 1.4156 2.7178 0.5667  -0.24
C 0.4340 0.1417 -0.1689  -0.21
C -1.3112 -1.7964 -0.3980  -0.46
C 1.6969 0.5869 -0.1916  -0.19
H -0.3729 0.8231 -0.3972  0.27
H 2.6447 0.0811 -0.0439  0.37
H -2.5153 -0.6662 -1.4571  0.29
H 1.0759 2.3452 1.5473  0.26
H 1.2975 3.8048 0.6188  0.25
H -2.2105 0.0356 0.0189  0.27
H -0.8003 -2.2040 -1.2761  0.26
H -1.5024 -2.6743 0.2162  0.28
H -0.1795 -1.2091 1.3587  0.24
H 0.8049 -1.9426 0.1165  0.35

Energy relative to the best compared isomer or geometry (same formula, charge and spin) = 54.7 kcal per mole
Total charge = 0
Frontier orbital gap = 9.70 eV

Computed, not measured: C2H4N2O2S in the gas phase, with the ωB97M-V functional and the def2-TZVPD basis.

Each line ends with the Mulliken charge.
Atoms and positions in Å:
S 0.8296 -1.0060 -2.8101  0.53
O 0.4434 -0.8207 -4.1488  -0.37
O -0.1854 -0.1631 -1.9788  -0.12
N 1.1867 -0.4940 0.6150  -0.66
N -0.6354 0.2514 -0.8078  -0.27
C -0.6661 0.5883 1.5960  -1.08
C 0.0166 -0.0043 0.3847  0.83
H -1.8064 0.5175 1.4838  0.26
H 1.5662 -0.6748 1.5226  0.22
H -0.2408 0.1642 2.3976  0.40
H -0.5082 1.6415 1.7458  0.26

Energy relative to the best compared isomer or geometry (same formula, charge and spin) = 128.2 kcal per mole
Total charge = 0
Frontier orbital gap (spin up / spin down) = 7.04 / 8.59 eV

Computed, not measured: a molecular structure, C16H38NO7S3Sr2, with the ωB97M-V functional and the def2-TZVPD basis.

Each line ends with the Mulliken charge.
Atoms and positions in Å:
Sr 2.8250 -2.3783 -2.4243  1.89
Sr 3.1442 2.5242 -2.0898  1.93
S 4.0815 0.9825 1.5410  0.58
S 0.1672 3.0374 -4.4082  0.35
S 3.8170 -3.5251 0.9016  0.42
O 0.3716 0.6949 -0.3711  -0.41
O 1.1373 2.5645 -3.3186  -0.80
O 2.0968 0.2846 -1.7627  -0.53
O 0.9588 -1.3152 -0.9071  -0.85
O 3.5147 1.7468 0.3646  -0.58
O -2.3323 1.5982 0.0008  -0.61
O 3.8544 -2.6246 -0.3633  -0.84
N -2.4934 0.3214 0.3532  1.24
C -4.0558 0.5973 2.2779  -1.40
C -2.5938 -1.4858 1.8972  -0.95
C -1.3007 3.5999 -3.3988  -0.43
C 4.9669 -2.7781 2.0992  -0.51
C 1.1000 -0.0973 -1.1129  1.16
C -2.7164 0.1004 1.7796  0.86
C -3.4362 -2.4214 0.9744  -0.78
C -0.4456 1.5995 -5.4040  -0.61
C 4.2254 2.3130 2.7741  -1.20
C 2.2132 -2.9567 1.6785  -0.72
C -3.1087 -0.5510 -0.7071  1.34
C -1.5011 0.9179 2.6381  -1.27
C -2.2892 -0.4102 -1.9918  -1.07
C -2.9891 -2.0258 -0.4894  -1.18
C 5.8745 0.6528 1.1679  -1.17
C -4.5862 -0.2614 -0.9845  -1.82
H -4.7315 0.8039 -1.1642  0.40
H -4.9890 -0.8303 -1.8224  0.48
H -1.1722 1.9203 -6.1505  0.42
H -1.1688 4.5484 -2.8782  0.38
H 0.3634 1.0622 -5.8989  0.34
H -1.4098 2.8828 -2.5852  -0.15
H 0.0798 0.0364 0.2636  -0.22
H -1.9785 -2.4196 -0.3819  -0.01
H 2.1209 -1.8723 1.7385  0.14
H 4.8112 -1.7006 2.0460  -0.17
H 1.3305 -3.0259 1.0428  0.24
H -2.8365 -1.6425 2.9482  0.47
H 4.8610 3.1346 2.4439  0.38
H 4.6489 1.7513 3.6067  0.41
H -4.2749 1.6374 2.0367  0.32
H -4.1206 0.4562 3.3568  0.43
H -1.4836 1.9888 2.4356  0.41
H -1.4781 -1.1382 -2.0084  0.25
H -0.5331 0.7036 2.1852  0.09
H 5.9841 -3.0008 1.7769  0.39
H 6.4291 1.5127 0.7923  0.44
H -1.8851 0.5925 -2.1309  -0.37
H -2.9531 -0.5687 -2.8416  0.51
H -4.7809 -0.0568 1.7936  0.36
H -5.2053 -0.5795 -0.1457  0.30
H 3.3016 2.8425 3.0073  0.41
H 6.3233 0.3615 2.1175  0.44
H 4.6475 -3.1896 3.0567  0.46
H -1.4034 1.6104 -0.2414  0.34
H -1.5420 -1.7657 1.8391  0.12
H 2.1310 -3.3725 2.6827  0.48
H -0.7929 0.8876 -4.6552  0.00
H -1.3525 0.7615 3.7066  0.40
H -3.2565 -3.4730 1.1977  0.46
H 5.9762 -0.0623 0.3515  0.30
H -2.1688 3.4601 -4.0430  0.43
H -4.5074 -2.2206 0.9542  0.37
H -3.4841 -2.7401 -1.1473  0.52

Total charge = +3
Frontier orbital gap = 4.55 eV